Formula: C34H47ClN2OPSSi3V
Source: OMol25
Level of theory: the ωB97M-V functional and the def2-TZVPD basis

```
91
Properties=species:S:1:pos:R:3:forces:R:3
V -6.031 6.430 16.338 0.399 2.011 1.431
C -6.075 8.194 20.943 2.499 -0.429 -0.653
O -5.887 7.895 19.538 -1.207 0.485 -0.522
Si -6.313 9.060 18.322 2.585 -0.183 0.169
C -5.513 10.604 19.115 -0.987 0.116 -0.130
C -8.154 9.306 18.064 -1.177 -0.893 -0.222
C -5.355 8.488 16.699 -0.497 -0.446 0.825
Si -3.459 8.413 16.958 -0.593 0.150 2.088
C -2.810 7.428 18.495 0.617 -0.735 -1.191
C -2.324 7.676 15.655 -0.372 -0.669 -0.148
C -2.795 10.162 17.287 -0.970 -0.526 0.277
Si -5.936 9.475 15.192 -0.521 -0.556 0.830
C -7.540 8.656 14.489 0.782 0.552 1.000
C -4.654 9.408 13.820 -0.917 -0.697 -0.593
C -6.580 11.212 15.637 1.618 0.456 -0.269
H -5.853 7.232 21.466 -0.991 0.715 -0.059
H -6.994 8.717 21.144 -0.614 -0.329 0.308
H -5.239 8.859 21.280 -0.646 -0.256 -0.268
H -6.117 10.961 19.963 0.045 -0.184 -0.081
H -5.463 11.455 18.441 0.096 0.068 -0.238
H -4.513 10.416 19.490 0.068 -0.219 0.008
H -8.689 9.876 18.828 0.427 0.141 0.306
H -8.693 8.302 18.103 0.701 1.218 -0.501
H -8.383 9.862 17.122 0.163 -0.869 0.613
H -1.679 7.611 18.505 -1.520 -0.188 0.195
H -2.947 6.320 18.299 0.161 0.967 0.345
H -3.276 7.678 19.440 0.064 0.050 0.188
H -2.634 6.839 15.012 -0.331 0.567 -0.003
H -1.444 7.258 16.152 0.080 0.494 0.115
H -2.069 8.536 15.064 0.562 0.126 -0.739
H -2.913 10.646 18.282 0.309 -0.705 -0.778
H -3.224 10.814 16.552 -0.294 0.666 -0.502
H -1.793 9.997 16.990 1.517 0.415 0.118
H -7.435 7.657 14.112 0.145 -0.299 -0.706
H -7.921 9.359 13.793 -0.214 0.340 -1.433
H -8.364 8.599 15.175 -0.209 -0.004 0.908
H -5.122 9.595 12.837 0.252 0.494 0.381
H -4.322 8.377 13.700 0.049 -0.310 0.277
H -3.756 9.974 13.964 0.353 0.640 -0.011
H -7.126 11.224 16.556 -0.514 -0.093 0.466
H -7.212 11.558 14.843 -0.582 0.182 -0.463
H -5.835 12.028 15.776 -0.071 -0.722 -0.205
Cl -8.355 5.897 16.135 -1.108 -0.393 2.442
C -8.549 5.648 18.038 -1.346 0.132 0.638
C -9.707 6.051 18.745 0.954 0.033 -0.054
C -9.821 5.830 20.145 0.645 -0.047 -0.933
C -8.932 4.930 20.726 1.214 -0.580 0.260
C -7.788 4.483 20.019 -1.030 0.107 0.415
C -7.558 4.966 18.722 0.201 -1.280 -0.450
P -6.200 4.320 17.717 -0.712 -0.239 -1.151
C -4.993 3.733 18.833 2.095 -1.614 0.090
C -4.262 2.466 18.641 -1.081 2.255 1.008
C -3.140 2.266 19.399 -0.002 1.323 0.802
C -2.779 3.186 20.433 -0.894 -0.924 -0.193
C -3.646 4.243 20.757 1.266 -0.781 -0.882
C -4.613 4.635 19.812 0.627 -0.707 0.710
C -6.893 2.766 17.051 0.126 -1.457 0.586
C -6.144 2.009 16.139 -0.034 0.500 -1.857
C -6.651 0.845 15.531 -0.127 1.253 1.822
C -7.853 0.362 16.058 -0.493 -2.349 -1.758
C -8.527 0.923 17.115 0.804 1.366 0.354
C -8.005 2.132 17.624 -1.106 0.645 -0.445
H -10.496 6.548 18.235 -0.427 0.562 -0.340
H -10.539 6.388 20.765 -0.031 -0.681 -0.649
H -9.074 4.526 21.744 -0.030 0.556 -0.565
H -7.136 3.678 20.446 -0.483 1.155 -0.385
H -4.608 1.687 17.991 -0.164 0.003 -0.355
H -2.572 1.374 19.267 0.455 -0.438 -0.094
H -1.872 2.912 20.994 -0.705 0.476 0.082
H -3.509 4.746 21.696 0.209 0.629 -0.025
H -5.011 5.645 19.849 -0.404 -0.146 0.157
H -5.234 2.443 15.698 -0.273 -0.200 0.381
H -6.091 0.372 14.736 -0.252 -0.201 0.047
H -8.316 -0.536 15.558 0.597 0.939 0.653
H -9.454 0.497 17.494 0.284 0.117 -0.057
H -8.602 2.716 18.331 0.214 -0.487 0.016
N -3.762 1.553 12.488 -1.538 -0.661 1.000
C -3.869 2.754 11.814 1.285 -1.273 -0.442
S -3.350 2.932 10.239 -0.665 0.250 1.566
C -4.286 3.807 12.764 -1.053 0.977 -0.354
C -5.389 4.609 12.463 -0.212 0.679 1.244
C -5.909 5.509 13.441 2.024 -1.605 0.033
N -5.296 5.633 14.683 -1.321 -1.657 -3.294
C -4.261 4.807 14.904 0.531 1.883 2.751
C -3.704 3.963 14.022 0.314 -0.943 -1.128
H -3.337 0.782 12.000 -0.070 0.015 -0.375
H -4.522 1.219 13.168 1.661 1.167 -1.304
H -5.867 4.476 11.500 -0.130 0.217 0.088
H -6.834 5.997 13.197 -0.024 0.548 0.360
H -3.840 4.908 15.962 -0.349 -0.252 -1.584
H -2.834 3.416 14.318 0.294 -0.414 0.033
```
Positions in Å, forces in eV/Å.

Properties
energy	-123010.6697	eV
charge	+1
⟨S²⟩	3.768
M	733.46	g/mol
spin multiplicity	4

=====

Formula: C34H47CsFN3O4SSi2Te
Source: OMol25
Level of theory: the ωB97M-V functional and the def2-TZVPD basis

```
94
Properties=species:S:1:pos:R:3:forces:R:3
Cs 2.165 -0.425 -1.775 0.199 0.078 0.012
C -5.534 -3.087 -0.360 -0.281 -0.106 -0.261
C -5.074 -2.329 -1.636 0.224 -0.100 -0.097
N -3.831 -1.578 -1.444 -0.436 0.210 1.214
C -2.711 -2.363 -1.390 2.286 0.596 0.909
C -1.512 -1.922 -0.857 -0.347 -0.380 -0.431
C -0.214 -2.682 -0.964 -0.100 -3.245 2.022
O 0.193 -3.376 0.061 -3.052 2.113 -2.212
O 0.273 -2.680 -2.093 0.472 0.299 -0.816
C -1.354 -0.612 -0.313 2.031 0.751 0.344
O -0.258 -0.086 0.054 -2.454 -1.183 -0.886
C -2.621 0.074 -0.158 -0.001 0.191 1.420
C -2.654 1.099 0.759 0.960 1.216 1.238
C -3.820 1.777 1.013 0.592 0.839 1.305
F -3.734 2.890 1.819 -0.349 -0.378 -0.168
C -5.065 1.355 0.616 1.223 -2.291 -3.147
C -5.030 0.206 -0.258 -0.322 0.588 0.930
C -3.828 -0.439 -0.610 -1.336 -0.238 -1.183
N -6.255 2.045 0.796 -2.007 -0.541 1.580
C -6.869 1.866 2.160 1.609 -1.629 -1.454
C -8.323 2.179 2.182 -0.960 0.339 -0.317
N -8.613 3.336 1.221 -0.203 0.320 -0.011
C -7.391 4.189 0.893 -0.729 1.000 -0.874
C -6.445 3.312 0.135 -0.441 -0.346 -1.440
H -6.597 -2.809 -0.178 0.703 -0.408 0.133
H -4.926 -2.808 0.523 -0.328 -0.062 -0.520
H -5.466 -4.181 -0.482 -0.063 0.459 0.077
H -5.871 -1.664 -1.920 -0.075 0.459 -0.262
H -4.879 -2.919 -2.546 -0.259 -0.297 0.651
H -2.779 -3.393 -1.740 -0.126 0.379 -0.249
H -1.746 1.336 1.395 -1.002 -0.074 -1.356
H -5.984 -0.220 -0.591 0.383 0.437 0.130
H -6.337 2.512 2.812 0.437 0.420 1.202
H -6.690 0.771 2.469 -0.300 1.761 -0.395
H -8.598 2.518 3.197 -0.227 -0.399 -0.562
H -8.970 1.389 1.764 0.377 0.049 0.764
H -9.396 3.878 1.574 0.149 0.410 0.395
H -9.029 2.926 0.382 0.658 0.087 -0.288
H -6.940 4.531 1.818 -0.274 -0.002 0.266
H -7.695 5.103 0.275 0.227 -1.390 0.914
H -5.554 3.864 -0.088 0.920 0.343 0.474
H -6.827 3.144 -0.903 -0.173 -0.056 0.573
C 0.500 -7.138 3.288 0.721 -1.285 -0.157
Si 0.790 -5.412 2.634 1.355 0.972 0.041
C -0.749 -4.363 2.666 -0.379 -1.044 -0.243
C 2.011 -4.503 3.747 0.629 -1.023 0.327
C 1.564 -5.643 0.957 0.200 -0.022 -0.992
Te 2.539 -4.023 -0.258 1.563 -0.063 0.826
C 4.248 -3.395 1.039 0.403 -1.070 -0.518
Si 4.582 -1.607 1.655 0.804 -1.214 0.517
C 6.013 -0.962 0.583 -0.057 -0.951 -0.048
C 3.185 -0.379 1.594 0.474 0.315 1.796
C 5.117 -1.824 3.517 -0.815 0.457 0.026
H 0.326 -7.169 4.370 -0.563 0.086 -0.220
H 1.426 -7.796 3.193 -1.039 0.865 -0.284
H -0.320 -7.610 2.688 0.530 0.152 0.770
H -1.396 -4.899 3.353 -0.503 -0.012 0.206
H -1.222 -4.296 1.676 0.181 0.289 0.466
H -0.520 -3.413 3.122 -0.007 0.492 -0.252
H 1.700 -4.593 4.803 -0.037 0.521 -0.311
H 2.181 -3.470 3.414 -0.123 -0.229 0.299
H 2.984 -5.048 3.724 -0.407 0.423 -0.123
H 0.694 -5.989 0.342 0.782 0.420 -0.072
H 2.313 -6.461 0.905 -0.456 0.413 0.285
H 5.146 -3.683 0.415 -0.705 0.069 0.985
H 4.129 -4.087 1.901 0.469 0.375 -0.480
H 5.679 -1.233 -0.427 0.188 0.055 -0.089
H 7.043 -1.391 0.709 -0.991 0.386 0.164
H 5.999 0.116 0.570 0.323 0.459 0.097
H 3.564 0.445 0.974 -0.587 0.107 0.137
H 3.014 -0.076 2.681 0.311 0.048 -1.373
H 2.241 -0.790 1.300 -0.560 -0.192 -0.572
H 5.261 -2.890 3.794 0.113 0.667 -0.213
H 4.249 -1.435 4.162 1.460 -0.388 -0.707
H 6.062 -1.239 3.671 -0.888 -0.483 0.232
C 5.632 7.835 -6.938 -0.372 0.228 -1.199
C 5.833 6.560 -6.201 -1.009 -0.898 -0.530
O 5.081 5.613 -6.346 0.818 1.110 0.319
S 7.254 6.636 -5.129 0.162 0.709 -0.200
C 6.745 5.446 -4.001 -0.281 -2.278 0.747
C 6.663 5.671 -2.602 0.121 0.118 -1.311
C 6.092 4.677 -1.796 0.404 0.101 0.470
C 5.590 3.483 -2.382 0.152 0.615 1.261
C 5.731 3.313 -3.756 -0.335 -1.878 -0.303
C 6.359 4.182 -4.574 1.181 2.516 1.647
C 5.019 2.423 -1.596 -0.041 0.678 -0.482
C 4.395 1.518 -1.047 -0.020 -0.106 0.164
H 5.433 7.635 -8.024 0.147 0.192 0.989
H 6.487 8.483 -6.813 0.187 0.286 -0.133
H 4.755 8.330 -6.506 0.122 -0.070 -0.108
H 7.123 6.626 -2.260 -0.716 -0.899 0.161
H 6.106 4.793 -0.685 -0.180 -0.173 -1.140
H 5.417 2.354 -4.167 0.026 0.120 0.163
H 6.715 3.951 -5.550 -0.357 -0.182 -0.658
```
Positions in Å, forces in eV/Å.

Properties
energy	-85823.0937	eV
charge	0
M	929.51	g/mol